## P
Here is C19H19LiN3O5 as an isolated structure from OMol25. Energies are from ωB97M-V/def2-TZVPD.

Values from the calculation:
**E_HOMO**: -2.894 eV
**Kohn-Sham gap**: 5.14 eV

The geometry in ORCA input format:
```
! wB97M-V def2-TZVPD RIJCOSX def2/J DEFGRID3
* xyz -1 1
Li 0.50366 -2.30461 -0.79684
C -2.64978 2.43758 -0.72094
N -2.50315 1.43139 -1.75962
N -1.95844 0.22363 -1.31082
C -1.12288 -0.31605 -2.27856
O -0.61802 -1.42494 -2.20219
C -1.06697 0.69231 -3.31764
C -1.85818 1.72063 -2.94053
C -2.06617 3.04005 -3.60032
C -2.68673 -0.55409 -0.36835
C -4.05896 -0.71635 -0.51411
C -4.74421 -1.50260 0.39733
C -4.05621 -2.14230 1.42145
C -2.68554 -1.97438 1.54671
C -1.99178 -1.15738 0.66351
H -3.18005 1.98995 0.11696
H -3.24874 3.25939 -1.10820
H -1.68087 2.80362 -0.36927
H -0.48805 0.60727 -4.21945
H -1.47557 3.09071 -4.51187
H -1.75935 3.86198 -2.95188
H -3.11648 3.19015 -3.85722
H -4.57244 -0.23608 -1.33697
H -5.81464 -1.63205 0.29532
H -4.58994 -2.77764 2.11601
H -2.13616 -2.48062 2.32819
H -0.93337 -0.96134 0.79791
C 0.15648 -4.14756 0.17382
H 0.89775 -4.29306 0.97414
H 0.17478 -5.06447 -0.43239
H -0.82623 -4.14158 0.67061
O 0.88146 0.55624 1.00520
C 1.79356 -0.11904 0.50496
O 1.71752 -0.98472 -0.39986
C 3.20329 0.11252 1.06714
C 4.25934 -0.71287 0.70291
C 5.53554 -0.51167 1.21464
C 5.77787 0.53131 2.09362
C 4.70878 1.34145 2.43898
C 3.42851 1.15680 1.95720
N 4.96223 2.46361 3.37850
O 6.10449 2.63932 3.75955
O 4.03161 3.18099 3.67587
H 4.04601 -1.51641 0.01026
H 6.34627 -1.16929 0.92814
H 6.75569 0.72200 2.50769
H 2.60406 1.78819 2.25040
*
```

Here is what Löwdin gives for the atomic charges, in e: number 1, Li, carries 0.56; number 2, C, carries -0.01; number 3, N, carries -0.08; number 4, N, carries 0.05; number 5, C, carries -0.41; number 6, O, carries -0.01; number 7, C, carries 0.08; number 8, C, carries -0.28; number 9, C, carries -0.02; number 10, C, carries -0.20; number 11, C, carries -0.03; number 12, C, carries -0.10; number 13, C, carries -0.09; number 14, C, carries -0.06; number 15, C, carries 0.01; number 16, H, carries 0.09; number 17, H, carries 0.08; number 18, H, carries 0.11; number 19, H, carries 0.11; number 20, H, carries 0.08; number 21, H, carries 0.08; number 22, H, carries 0.09; number 23, H, carries 0.11; number 24, H, carries 0.09; number 25, H, carries 0.10; number 26, H, carries 0.11; number 27, H, carries 0.10; number 28, C, carries -0.30; number 29, H, carries -0.12; number 30, H, carries -0.13; number 31, H, carries -0.13; number 32, O, carries -0.02; number 33, C, carries -0.64; number 34, O, carries -0.12; number 35, C, carries -0.10; number 36, C, carries -0.01; number 37, C, carries -0.07; number 38, C, carries -0.02; number 39, C, carries -0.14; number 40, C, carries 0.06; number 41, N, carries -0.36; number 42, O, carries 0.05; number 43, O, carries 0.07; number 44, H, carries 0.12; number 45, H, carries 0.10; number 46, H, carries 0.11; number 47, H, carries 0.12

---

## Q
Here is C19H19LiN3O5 as an isolated structure from OMol25. Energies are from ωB97M-V/def2-TZVPD.

Values from the calculation:
**E_HOMO**: -2.673 eV
**Kohn-Sham gap**: 4.86 eV

The geometry in ORCA input format:
```
! wB97M-V def2-TZVPD RIJCOSX def2/J DEFGRID3
* xyz -1 1
Li -0.76068 -1.49554 -1.39045
C -2.04774 2.72169 2.60994
N -2.42633 2.35796 1.24928
N -1.80074 1.18031 0.81119
C -1.40892 1.31227 -0.51824
O -0.99311 0.40444 -1.21012
C -1.65995 2.71041 -0.83812
C -2.22744 3.28599 0.23666
C -2.62273 4.70694 0.44661
C -2.16195 -0.05621 1.41660
C -3.45718 -0.26346 1.86765
C -3.78490 -1.48521 2.43364
C -2.83421 -2.49085 2.52308
C -1.54573 -2.26874 2.06029
C -1.19104 -1.04232 1.51908
H -2.30224 1.89588 3.27143
H -2.62063 3.59518 2.91345
H -0.97517 2.92623 2.68656
H -1.46467 3.15902 -1.79623
H -2.53263 5.25427 -0.48882
H -1.97741 5.18813 1.18414
H -3.65217 4.78224 0.79911
H -4.19861 0.51631 1.75232
H -4.79726 -1.66220 2.77483
H -3.10292 -3.45435 2.93693
H -0.80415 -3.05552 2.10285
H -0.18720 -0.86658 1.14282
C -2.71451 -2.34634 -1.65790
H -2.98259 -3.23611 -1.06597
H -2.92951 -2.61659 -2.70499
H -3.45984 -1.57548 -1.39405
O 1.71347 -0.74378 0.20338
C 1.87131 -1.36896 -0.85638
O 1.02343 -2.01882 -1.51914
C 3.29007 -1.36711 -1.44298
C 3.57302 -2.05497 -2.61542
C 4.85178 -2.04903 -3.15944
C 5.87131 -1.34782 -2.53682
C 5.56351 -0.66839 -1.36943
C 4.30303 -0.65960 -0.80565
N 6.64836 0.08660 -0.70144
O 7.75772 0.05401 -1.20530
O 6.38583 0.68014 0.32389
H 2.75931 -2.59145 -3.08546
H 5.05687 -2.58912 -4.07509
H 6.87454 -1.31976 -2.93279
H 4.08059 -0.12372 0.10448
*
```

Here is what Löwdin gives for the atomic charges, in e: number 1, Li, carries 0.56; number 2, C, carries -0.02; number 3, N, carries -0.09; number 4, N, carries 0.05; number 5, C, carries -0.40; number 6, O, carries 0.00; number 7, C, carries 0.08; number 8, C, carries -0.28; number 9, C, carries -0.03; number 10, C, carries -0.20; number 11, C, carries -0.03; number 12, C, carries -0.09; number 13, C, carries -0.09; number 14, C, carries -0.06; number 15, C, carries 0.00; number 16, H, carries 0.08; number 17, H, carries 0.08; number 18, H, carries 0.10; number 19, H, carries 0.12; number 20, H, carries 0.08; number 21, H, carries 0.08; number 22, H, carries 0.09; number 23, H, carries 0.11; number 24, H, carries 0.10; number 25, H, carries 0.10; number 26, H, carries 0.11; number 27, H, carries 0.09; number 28, C, carries -0.30; number 29, H, carries -0.12; number 30, H, carries -0.13; number 31, H, carries -0.12; number 32, O, carries -0.02; number 33, C, carries -0.64; number 34, O, carries -0.11; number 35, C, carries -0.10; number 36, C, carries -0.01; number 37, C, carries -0.07; number 38, C, carries -0.02; number 39, C, carries -0.15; number 40, C, carries 0.06; number 41, N, carries -0.36; number 42, O, carries 0.04; number 43, O, carries 0.07; number 44, H, carries 0.12; number 45, H, carries 0.10; number 46, H, carries 0.11; number 47, H, carries 0.12

---

P (0.050 eV below the next structure)

---

## P
Here is the molecule C23H29N3O4 from OMol25. Energies are from ωB97M-V/def2-TZVPD.

Values from the calculation:
**E_HOMO**: -8.106 eV
**SMILES string**: COc1ccc([C@@H]2[C@@H](C(=O)NCCN(C)C)c3ccccc3C(=O)N2C)cc1OC
**Kohn-Sham gap**: 8.73 eV

The geometry in ORCA input format:
```
! wB97M-V def2-TZVPD RIJCOSX def2/J DEFGRID3
* xyz 0 1
C 6.33353 1.95550 0.78118
O 5.91607 0.68735 0.34256
C 4.58523 0.40367 0.36194
C 3.58866 1.26349 0.78476
C 2.25489 0.87433 0.76303
C 1.90281 -0.38434 0.32281
C 0.46077 -0.84956 0.24149
C -0.05488 -0.69371 -1.20329
C -1.26863 -1.62196 -1.40501
O -1.13246 -2.75367 -1.82279
N -2.44660 -1.06928 -1.08524
C -3.69474 -1.79210 -1.04465
C -4.29825 -1.66703 0.36222
N -4.11618 -0.31484 0.86142
C -5.00906 0.64420 0.24539
C -4.18359 -0.22635 2.30451
C -0.36334 0.73989 -1.48818
C -0.25304 1.26512 -2.76722
C -0.57084 2.58981 -3.01280
C -1.00798 3.40526 -1.98085
C -1.12475 2.89097 -0.70401
C -0.80392 1.56190 -0.45026
C -0.94957 1.05172 0.94063
O -1.54514 1.68339 1.79934
N -0.40047 -0.16539 1.18068
C -0.40880 -0.69073 2.52438
C 2.90107 -1.26124 -0.10193
C 4.23138 -0.88863 -0.09221
O 5.26785 -1.67510 -0.48835
C 4.98346 -2.97044 -0.95530
H 5.90928 2.75570 0.16539
H 6.06980 2.12715 1.83025
H 7.41746 1.95892 0.67818
H 3.83232 2.25261 1.13716
H 1.50450 1.57136 1.10234
H 0.42928 -1.91801 0.49415
H 0.72063 -1.06067 -1.88208
H -2.48061 -0.18715 -0.59103
H -3.49678 -2.83631 -1.29378
H -4.37544 -1.37829 -1.79661
H -3.75943 -2.34109 1.03211
H -5.35646 -1.97743 0.34101
H -4.74402 1.63907 0.59989
H -6.06610 0.45299 0.49006
H -4.89356 0.62271 -0.83648
H -5.20115 -0.38141 2.69471
H -3.83353 0.76063 2.60301
H -3.52456 -0.97186 2.74520
H 0.08577 0.62997 -3.57270
H -0.47583 2.98738 -4.01245
H -1.25553 4.43829 -2.17376
H -1.46418 3.50065 0.12003
H 0.60617 -0.73124 2.92797
H -1.01734 -0.02950 3.13792
H -0.83531 -1.69596 2.53015
H 2.61193 -2.24337 -0.44239
H 4.34128 -2.94901 -1.84196
H 4.51139 -3.58430 -0.18096
H 5.94652 -3.40405 -1.21962
*
```

Here is what Löwdin gives for the atomic charges, in e: number 1, C, carries -0.08; number 2, O, carries -0.06; number 3, C, carries -0.20; number 4, C, carries 0.00; number 5, C, carries -0.01; number 6, C, carries -0.17; number 7, C, carries -0.19; number 8, C, carries -0.11; number 9, C, carries -0.45; number 10, O, carries 0.06; number 11, N, carries 0.09; number 12, C, carries -0.15; number 13, C, carries -0.18; number 14, N, carries -0.30; number 15, C, carries -0.09; number 16, C, carries -0.10; number 17, C, carries -0.14; number 18, C, carries -0.01; number 19, C, carries -0.07; number 20, C, carries -0.07; number 21, C, carries 0.00; number 22, C, carries -0.09; number 23, C, carries -0.44; number 24, O, carries 0.05; number 25, N, carries -0.05; number 26, C, carries -0.01; number 27, C, carries 0.04; number 28, C, carries -0.19; number 29, O, carries -0.06; number 30, C, carries -0.08; number 31, H, carries 0.10; number 32, H, carries 0.10; number 33, H, carries 0.09; number 34, H, carries 0.11; number 35, H, carries 0.12; number 36, H, carries 0.16; number 37, H, carries 0.16; number 38, H, carries 0.11; number 39, H, carries 0.12; number 40, H, carries 0.11; number 41, H, carries 0.12; number 42, H, carries 0.12; number 43, H, carries 0.09; number 44, H, carries 0.09; number 45, H, carries 0.08; number 46, H, carries 0.09; number 47, H, carries 0.08; number 48, H, carries 0.08; number 49, H, carries 0.12; number 50, H, carries 0.10; number 51, H, carries 0.10; number 52, H, carries 0.12; number 53, H, carries 0.10; number 54, H, carries 0.09; number 55, H, carries 0.09; number 56, H, carries 0.12; number 57, H, carries 0.10; number 58, H, carries 0.10; number 59, H, carries 0.09

---

## Q
Here is the molecule C23H29N3O4 from OMol25. Energies are from ωB97M-V/def2-TZVPD.

Values from the calculation:
**E_HOMO**: -8.823 eV
**SMILES string**: CCOCCCNC(=O)[C@@H](NC(=O)CNC(=O)c1ccccc1)c1ccc(C)cc1
**Kohn-Sham gap**: 9.34 eV

The geometry in ORCA input format:
```
! wB97M-V def2-TZVPD RIJCOSX def2/J DEFGRID3
* xyz 0 1
C -4.50652 -2.69872 1.11090
C -4.08588 -1.46569 0.31565
O -2.69668 -1.33743 0.09500
C -1.92159 -0.86548 1.18040
C -1.36702 -1.93052 2.13081
C -0.61720 -3.05306 1.40460
N 0.37213 -2.56568 0.46590
C 1.30780 -1.65238 0.77196
O 1.51767 -1.21445 1.88265
C 2.09594 -1.19767 -0.48981
N 1.18645 -0.50490 -1.38988
C 0.35976 -1.13873 -2.22777
O 0.30255 -2.35311 -2.34991
C -0.57375 -0.19270 -2.98565
N -1.53897 0.40089 -2.08300
C -1.21836 1.48747 -1.33894
O -0.12203 2.02682 -1.40305
C -2.30449 1.98956 -0.45661
C -3.64990 1.82817 -0.77270
C -4.62299 2.30935 0.08466
C -4.26357 2.94978 1.25998
C -2.92514 3.12691 1.57094
C -1.94938 2.65548 0.71292
C 3.24865 -0.31308 -0.11299
C 4.55651 -0.74963 -0.26524
C 5.61433 0.06034 0.10492
C 5.39105 1.32257 0.63852
C 6.53511 2.19285 1.06196
C 4.07892 1.75217 0.79426
C 3.01862 0.94647 0.42628
H -5.58472 -2.81746 1.04050
H -4.24051 -2.60400 2.15977
H -4.02917 -3.58583 0.70286
H -4.46754 -0.55651 0.80428
H -4.51629 -1.52653 -0.68921
H -2.49783 -0.12783 1.75573
H -1.07473 -0.34652 0.72049
H -0.67509 -1.42211 2.80284
H -2.16020 -2.38090 2.72662
H -1.32057 -3.66296 0.83680
H -0.12829 -3.68233 2.15717
H 0.26239 -2.82920 -0.50736
H 2.44894 -2.09974 -1.00511
H 1.13496 0.50862 -1.32304
H -1.10514 -0.75559 -3.75436
H 0.00343 0.61630 -3.44104
H -2.27101 -0.20728 -1.74060
H -3.93697 1.34810 -1.69644
H -5.66685 2.18623 -0.16516
H -5.02782 3.31747 1.92880
H -2.64323 3.63386 2.48159
H -0.90192 2.78973 0.93708
H 4.75008 -1.72991 -0.67735
H 6.62752 -0.29383 -0.02235
H 6.72567 2.06206 2.12774
H 6.30803 3.24250 0.88884
H 7.44277 1.93312 0.52225
H 3.88601 2.73000 1.21160
H 2.00799 1.29966 0.56654
*
```

Here is what Löwdin gives for the atomic charges, in e: number 1, C, carries -0.06; number 2, C, carries -0.27; number 3, O, carries -0.17; number 4, C, carries -0.20; number 5, C, carries -0.15; number 6, C, carries -0.15; number 7, N, carries 0.08; number 8, C, carries -0.43; number 9, O, carries 0.09; number 10, C, carries -0.15; number 11, N, carries 0.15; number 12, C, carries -0.46; number 13, O, carries 0.04; number 14, C, carries -0.06; number 15, N, carries 0.09; number 16, C, carries -0.45; number 17, O, carries 0.05; number 18, C, carries -0.15; number 19, C, carries -0.04; number 20, C, carries -0.08; number 21, C, carries -0.08; number 22, C, carries -0.07; number 23, C, carries -0.02; number 24, C, carries -0.18; number 25, C, carries -0.02; number 26, C, carries -0.04; number 27, C, carries -0.28; number 28, C, carries -0.05; number 29, C, carries -0.03; number 30, C, carries -0.02; number 31, H, carries 0.08; number 32, H, carries 0.06; number 33, H, carries 0.08; number 34, H, carries 0.11; number 35, H, carries 0.12; number 36, H, carries 0.13; number 37, H, carries 0.11; number 38, H, carries 0.11; number 39, H, carries 0.10; number 40, H, carries 0.12; number 41, H, carries 0.12; number 42, H, carries 0.10; number 43, H, carries 0.16; number 44, H, carries 0.11; number 45, H, carries 0.13; number 46, H, carries 0.13; number 47, H, carries 0.12; number 48, H, carries 0.12; number 49, H, carries 0.11; number 50, H, carries 0.10; number 51, H, carries 0.11; number 52, H, carries 0.12; number 53, H, carries 0.11; number 54, H, carries 0.11; number 55, H, carries 0.08; number 56, H, carries 0.08; number 57, H, carries 0.07; number 58, H, carries 0.11; number 59, H, carries 0.11

---

Q (1.534 eV below the next structure)